Model a:
13
Properties=species:S:1:pos:R:3:lowdin_charge:R:1 method="wB97M-V/def2-TZVPD" homo_energy_ev=-10.39 orbital_gap_ev=10.831 molar_mass_g_mol=136.54 total_charge=0
H 0.069 2.582 -1.213 0.09
N -0.547 1.895 -0.654 0.14
C 0.125 1.009 -0.008 -0.49
C 1.592 0.862 -0.051 -0.43
Cl 2.343 -0.882 -0.023 0.48
N -0.531 0.256 1.099 0.07
O -1.966 0.010 0.863 -0.12
C -2.384 -0.699 -0.319 -0.27
O -1.581 -1.411 -0.821 0.08
H 1.961 1.424 -0.982 0.11
H 1.744 1.267 0.904 0.06
H -0.221 -0.765 1.144 0.12
H -3.451 -0.385 -0.663 0.18

Model b:
13
Properties=species:S:1:pos:R:3:lowdin_charge:R:1 method="wB97M-V/def2-TZVPD" homo_energy_ev="-9.35 / -9.35" orbital_gap_ev="9.239 / 9.240" molar_mass_g_mol=136.54 total_charge=0
H 0.248 2.320 1.076 0.06
N -0.463 1.938 0.453 0.15
C -0.255 0.812 -0.093 -0.44
C -1.518 0.202 -0.640 -0.06
C 1.071 0.132 -0.124 -0.58
Cl 2.442 1.001 -0.702 0.76
N 1.269 -1.107 0.163 -0.33
O 2.250 -1.836 -0.020 0.01
O 0.095 -1.586 0.786 0.08
H -1.873 0.900 -1.472 0.11
H -2.415 0.117 0.030 0.10
H -1.212 -0.797 -0.963 0.06
H 0.361 -2.096 1.505 0.09

Energy relative to the most stable one, in kcal/mol: model a 0.0; model b 33.7

Model a:
16
Properties=species:S:1:pos:R:3:lowdin_charge:R:1 method="wB97M-V/def2-TZVPD" homo_energy_ev=-19.84 orbital_gap_ev=10.265 molar_mass_g_mol=90.13 total_charge=+2
C -0.881 -0.419 0.291 -0.25
C 0.449 0.237 0.692 -0.06
N -1.133 -1.443 1.107 0.25
N 0.464 1.500 1.036 0.20
N -1.799 -0.007 -0.570 0.27
N 1.380 -0.025 -1.167 0.19
H 1.052 -0.264 1.356 0.13
H -0.776 -1.743 1.994 0.16
H -1.914 -2.079 1.062 0.16
H 1.035 1.856 1.783 0.16
H 0.131 2.270 0.477 0.15
H -1.647 0.739 -1.218 0.15
H -2.610 -0.619 -0.701 0.18
H 1.688 -0.942 -0.916 0.10
H 0.689 0.152 -1.858 0.09
H 2.308 0.337 -1.377 0.13

Model b:
16
Properties=species:S:1:pos:R:3:lowdin_charge:R:1 method="wB97M-V/def2-TZVPD" homo_energy_ev=-19.78 orbital_gap_ev=11.239 molar_mass_g_mol=90.13 total_charge=+2
C -1.341 0.265 -1.330 0.00
N -0.617 0.412 0.009 -0.07
N -1.213 -0.209 1.242 0.19
C 1.050 0.011 0.091 -0.19
N 1.472 -0.598 -1.021 0.23
N 1.769 0.509 1.090 0.24
H -0.645 0.614 -2.151 0.13
H -2.064 1.045 -1.216 0.09
H -1.780 -0.734 -1.418 0.10
H -1.883 -0.942 1.092 0.16
H -1.774 0.657 1.792 0.29
H -0.541 -0.737 1.829 0.18
H 2.428 -0.834 -1.233 0.15
H 0.895 -1.077 -1.747 0.17
H 2.804 0.454 1.191 0.19
H 1.440 1.164 1.780 0.15

Model c:
16
Properties=species:S:1:pos:R:3:lowdin_charge:R:1 method="wB97M-V/def2-TZVPD" homo_energy_ev=-17.46 orbital_gap_ev=8.919 molar_mass_g_mol=90.13 total_charge=+2
C -3.637 3.657 0.606 0.16
C 2.291 -1.519 -1.540 -0.04
N -4.312 3.383 1.655 -0.05
N 2.178 -2.064 0.693 0.25
N -3.886 3.411 2.909 0.13
N 1.665 -1.920 -0.364 -0.13
H -4.080 3.548 -0.370 0.12
H -2.619 4.014 0.678 0.12
H 1.732 -0.711 -2.021 0.12
H 3.329 -1.225 -1.353 0.13
H 2.273 -2.351 -2.258 0.13
H -5.279 3.052 1.549 0.21
H 1.691 -2.398 1.526 0.15
H -2.997 3.852 3.109 0.15
H -4.560 3.334 3.657 0.15
H 0.074 -2.234 -0.623 0.39

Energy relative to the most stable one, in kcal/mol: model a 0.0; model b 43.2; model c 83.9

Model a:
10
Properties=species:S:1:pos:R:3:lowdin_charge:R:1 method="wB97M-V/def2-TZVPD" homo_energy_ev="-3.01 / -3.01" orbital_gap_ev="5.556 / 5.558" molar_mass_g_mol=106.13 total_charge=-1
O 2.443 0.952 0.192 0.06
N 1.764 0.001 -0.166 -0.25
O 2.260 -1.472 0.079 -0.19
C 0.422 0.054 -0.605 -0.27
C -0.581 -0.087 0.584 -0.79
S -2.245 -0.210 -0.034 0.15
H 0.239 -0.778 -1.284 0.10
H 0.251 1.018 -1.095 0.11
H -0.333 -0.990 1.146 0.04
H -0.496 0.791 1.230 0.04

Model b:
10
Properties=species:S:1:pos:R:3:lowdin_charge:R:1 method="wB97M-V/def2-TZVPD" homo_energy_ev=-3.54 orbital_gap_ev=7.678 molar_mass_g_mol=106.13 total_charge=-1
C -1.314 -0.220 0.495 -0.07
C -0.539 0.386 -0.598 -0.43
N 0.254 -0.691 -0.231 -0.21
O 1.794 1.211 0.530 -0.60
O 2.695 -0.895 -0.542 -0.58
S 1.851 -0.300 0.537 0.60
H -1.291 -0.150 1.581 0.05
H -2.187 -0.945 0.279 0.07
H -0.998 0.175 -1.572 0.09
H -0.266 1.429 -0.479 0.08

Energy relative to the most stable one, in kcal/mol: model a 43.1; model b 0.0

Model a:
14
Properties=species:S:1:pos:R:3:lowdin_charge:R:1 method="wB97M-V/def2-TZVPD" homo_energy_ev=-2.16 orbital_gap_ev=5.544 molar_mass_g_mol=93.17 total_charge=-1
C 2.213 -0.606 -0.615 -0.49
O 1.929 0.516 -1.342 -0.46
H 3.101 -0.361 0.003 0.03
H 2.103 -1.515 -1.232 0.03
H 1.502 -0.822 0.252 0.01
C -0.314 1.349 0.453 -0.45
S -2.100 1.090 0.555 0.68
C -2.170 -0.684 0.240 -0.46
H -0.155 2.351 0.069 0.02
H 0.174 1.310 1.426 0.03
H 0.121 0.629 -0.238 -0.02
H -2.375 -0.869 -0.805 0.02
H -2.837 -1.219 0.910 0.01
H -1.193 -1.168 0.324 0.03

Model b:
14
Properties=species:S:1:pos:R:3:lowdin_charge:R:1 method="wB97M-V/def2-TZVPD" homo_energy_ev=-3.35 orbital_gap_ev=7.243 molar_mass_g_mol=93.17 total_charge=-1
S -1.304 -2.355 -2.716 0.30
H -0.506 -1.557 -1.832 -0.21
H -0.743 -3.521 -2.382 -0.29
C -0.446 -0.285 0.089 -0.52
O 0.350 -0.529 -0.984 -0.36
C -0.220 1.128 0.675 -0.28
C 1.224 1.289 1.144 -0.15
H -0.279 -0.994 0.944 0.09
H -1.534 -0.346 -0.149 0.08
H -0.914 1.348 1.494 0.09
H -0.356 1.806 -0.171 0.09
H 1.324 2.187 1.778 0.05
H 1.908 1.371 0.310 0.05
H 1.495 0.460 1.801 0.06

Energy relative to the most stable one, in kcal/mol: model a 34.1; model b 0.0

Model a:
9
Properties=species:S:1:pos:R:3:lowdin_charge:R:1 method="wB97M-V/def2-TZVPD" homo_energy_ev=-10.83 orbital_gap_ev=11.105 molar_mass_g_mol=89.05 total_charge=0
O -0.678 -0.554 -2.748 0.13
N -0.468 -0.717 -1.578 -0.48
O 0.550 -0.527 -0.986 0.06
O -1.556 -0.963 -0.811 0.09
H -1.252 -0.949 0.191 0.19
C 0.575 1.462 1.632 0.02
C 1.226 0.512 1.373 -0.02
H -0.093 2.155 1.842 -0.03
H 1.697 -0.420 1.085 0.04

Model b:
9
Properties=species:S:1:pos:R:3:lowdin_charge:R:1 method="wB97M-V/def2-TZVPD" homo_energy_ev=-10.86 orbital_gap_ev=11.427 molar_mass_g_mol=89.05 total_charge=0
O 1.115 -1.608 1.997 0.09
N -0.016 -1.187 1.954 -0.35
O -0.785 -0.995 2.833 0.09
C -0.624 -0.772 0.473 -0.13
C 0.435 0.032 -0.183 -0.08
O 0.135 -1.284 -0.515 0.02
H -1.602 -0.636 0.383 0.11
H 0.134 0.770 -1.010 0.15
H 1.404 0.103 0.233 0.10

Model c:
9
Properties=species:S:1:pos:R:3:lowdin_charge:R:1 method="wB97M-V/def2-TZVPD" homo_energy_ev=-10.07 orbital_gap_ev=10.733 molar_mass_g_mol=89.05 total_charge=0
O -2.328 1.118 -0.348 0.22
C -2.403 0.047 0.004 -0.45
O -2.471 -1.081 0.254 0.20
C 1.529 -0.877 0.005 -0.06
N 0.928 0.073 -0.452 -0.09
O 0.728 1.232 0.313 -0.06
H 1.733 -1.569 -0.752 0.06
H 1.884 -0.965 1.073 0.11
H 0.400 2.022 -0.097 0.08

Energy relative to the most stable one, in kcal/mol: model a 110.6; model b 71.7; model c 0.0

Model a:
17
Properties=species:S:1:pos:R:3:lowdin_charge:R:1 method="wB97M-V/def2-TZVPD" homo_energy_ev=-9.06 orbital_gap_ev=9.763 molar_mass_g_mol=106.13 total_charge=0
N 3.095 0.931 0.802 0.06
C 1.945 0.992 0.184 -0.58
N 1.185 2.164 0.063 0.10
N 1.406 -0.137 -0.505 0.08
H 3.288 1.760 1.398 0.04
H 1.684 3.010 0.292 0.09
H 0.429 2.167 -0.597 0.08
H 1.060 0.074 -1.447 0.09
H 2.135 -0.815 -0.694 0.09
N -1.058 -1.918 -0.183 0.00
C -2.400 -1.518 0.200 -0.33
O -2.488 -0.065 0.156 -0.10
H -0.847 -1.605 -1.133 0.05
H -0.368 -1.433 0.366 0.03
H -3.131 -1.979 -0.500 0.11
H -2.584 -1.908 1.220 0.11
H -3.350 0.279 0.379 0.06

Model b:
17
Properties=species:S:1:pos:R:3:lowdin_charge:R:1 method="wB97M-V/def2-TZVPD" homo_energy_ev=-8.17 orbital_gap_ev=9.149 molar_mass_g_mol=106.13 total_charge=0
C 0.517 1.964 -0.081 -0.08
N 0.950 0.658 -0.588 -0.07
H 1.826 0.700 -1.097 0.13
H 0.092 -0.115 -1.263 0.13
H 1.168 2.313 0.721 0.08
H -0.499 1.877 0.301 0.08
H 0.502 2.682 -0.901 0.08
N -0.732 -1.078 -0.910 -0.19
C 1.051 -0.552 0.354 -0.58
N -1.875 -1.055 -0.050 -0.10
N 0.405 -0.334 1.570 0.14
O 2.004 -1.290 0.185 0.04
H -0.736 -1.666 -1.742 0.05
H -2.008 -1.964 0.387 0.07
H -2.719 -0.851 -0.580 0.06
H 0.658 -1.063 2.224 0.10
H -0.603 -0.227 1.470 0.06

Energy relative to the most stable one, in kcal/mol: model a 0.0; model b 56.3

Model a:
83
Properties=species:S:1:pos:R:3:lowdin_charge:R:1 method="wB97M-V/def2-TZVPD" homo_energy_ev="-18.10 / -19.19" orbital_gap_ev="6.699 / 5.356" s2=8.821 spin_multiplicity=6 molar_mass_g_mol=782.79 total_charge=+4
C -0.975 6.805 -3.314 0.06
C -1.131 5.423 -3.489 -0.16
C -1.440 4.969 -4.788 0.06
C -1.493 5.890 -5.836 0.00
N -1.321 7.194 -5.640 0.32
C -1.048 7.647 -4.423 0.01
C -0.994 4.527 -2.375 0.14
C -1.026 3.647 -1.509 0.08
C -1.184 2.452 -0.840 -0.22
C 0.126 1.871 -0.686 -0.31
C 0.187 0.416 -0.686 -0.35
C -1.008 -0.206 0.019 -0.55
C -2.262 0.398 -0.193 -0.16
C -2.364 1.708 -0.656 0.02
Ir 0.492 1.194 1.118 1.33
P 2.080 -0.853 0.962 0.95
H -1.657 3.931 -5.009 0.14
H -0.815 7.247 -2.341 0.15
H -1.677 5.571 -6.862 0.17
H -0.880 8.718 -4.324 0.17
H -3.328 2.162 -0.948 0.16
H 1.003 2.470 -0.966 0.15
H -3.158 -0.163 0.071 0.10
H 0.919 0.046 -1.409 0.09
C 1.909 -2.323 2.117 -0.38
C 2.501 -3.681 1.733 -0.11
H 0.822 -2.398 2.247 -0.02
H 2.331 -2.009 3.078 0.07
H 2.399 -4.374 2.579 0.10
H 1.982 -4.163 0.891 0.06
H 3.574 -3.620 1.510 0.07
C 2.259 -1.692 -0.685 -0.38
C 3.205 -0.998 -1.669 -0.11
H 1.226 -1.770 -1.054 0.02
H 2.596 -2.733 -0.556 0.09
H 3.066 -1.430 -2.673 0.10
H 3.060 0.089 -1.762 0.08
H 4.241 -1.207 -1.365 0.08
C 3.797 -0.273 1.361 -0.38
C 4.950 -1.283 1.364 -0.10
H 3.692 0.194 2.354 0.06
H 3.986 0.540 0.644 0.09
H 5.887 -0.729 1.531 0.10
H 4.867 -2.018 2.175 0.08
H 5.061 -1.811 0.407 0.07
Br -1.341 -1.689 1.319 1.02
P -2.516 -3.395 -1.368 1.24
C -0.769 -3.467 -0.849 -0.48
C -0.147 -4.787 -1.251 -0.12
H -0.738 -3.316 0.258 -0.05
H -0.283 -2.598 -1.301 0.04
H 0.934 -4.667 -1.394 0.08
H -0.327 -5.558 -0.486 0.10
H -0.580 -5.139 -2.199 0.08
C -3.536 -3.283 0.165 -0.44
C -4.903 -3.917 -0.026 -0.12
H -3.643 -2.233 0.460 0.03
H -2.974 -3.805 0.950 0.08
H -5.363 -4.049 0.953 0.10
H -5.537 -3.270 -0.633 0.09
H -4.834 -4.891 -0.515 0.09
C -2.764 -1.843 -2.342 -0.35
C -3.186 -2.087 -3.821 -0.11
H -1.844 -1.240 -2.274 0.07
H -3.581 -1.317 -1.820 0.08
H -3.534 -1.122 -4.239 0.09
H -2.366 -2.478 -4.456 0.09
H -4.031 -2.804 -3.848 0.09
C 2.430 0.812 6.278 0.03
C 1.551 1.228 5.147 -0.21
C 0.670 2.313 5.103 0.09
C 0.156 2.387 3.790 -0.29
N 0.768 1.431 3.059 -0.20
N 1.559 0.703 3.893 0.06
C -0.865 3.236 3.156 -0.01
H 3.365 1.400 6.247 0.12
H 1.900 1.077 7.199 0.11
H 2.659 -0.259 6.294 0.10
H 0.463 2.997 5.913 0.15
H 2.114 -0.116 3.596 0.12
H -1.609 3.560 3.886 0.11
H -0.411 4.134 2.718 0.11
H -1.342 2.673 2.332 0.06

Model b:
83
Properties=species:S:1:pos:R:3:lowdin_charge:R:1 method="wB97M-V/def2-TZVPD" homo_energy_ev="-18.13 / -18.39" orbital_gap_ev="5.785 / 4.581" s2=8.827 spin_multiplicity=6 molar_mass_g_mol=782.79 total_charge=+4
N 8.453 -4.702 1.783 0.32
C 7.417 -5.121 2.504 0.01
C 6.177 -4.478 2.466 0.06
C 6.002 -3.355 1.625 -0.15
C 7.118 -2.951 0.854 0.06
C 8.326 -3.650 0.984 0.00
C 4.708 -2.681 1.540 0.02
Ir -0.726 0.453 1.020 1.04
P -3.903 0.639 -3.381 1.14
C 4.364 -1.806 0.559 0.01
C 3.024 -1.345 0.444 -0.19
C 2.480 -1.088 -0.833 0.03
C 1.098 -1.024 -0.935 -0.10
C 0.363 -0.990 0.256 -0.38
C 0.848 -1.432 1.519 -0.08
C 2.234 -1.395 1.606 -0.01
Br -1.809 -0.416 -1.273 0.58
H 3.970 -3.022 2.269 0.13
H 5.052 -1.585 -0.261 0.14
H 5.369 -4.855 3.078 0.14
H 7.080 -2.111 0.171 0.13
H 7.572 -5.996 3.138 0.17
H 9.212 -3.344 0.422 0.17
H 3.142 -1.061 -1.706 0.15
H 2.729 -1.520 2.571 0.14
H 0.604 -0.963 -1.899 0.08
H 0.220 -1.732 2.356 0.12
P 0.118 2.235 0.222 0.74
C -4.130 -1.150 -3.118 -0.44
C -4.654 -2.002 -4.273 -0.11
H -4.799 -1.256 -2.247 0.10
H -3.130 -1.519 -2.842 -0.02
H -4.781 -3.019 -3.886 0.09
H -5.613 -1.637 -4.648 0.09
H -3.947 -2.045 -5.110 0.09
C -2.291 1.125 -4.085 -0.42
C -2.372 1.995 -5.345 -0.12
H -1.745 0.192 -4.290 0.09
H -1.790 1.678 -3.282 0.02
H -1.398 1.985 -5.848 0.09
H -3.132 1.630 -6.043 0.08
H -2.613 3.035 -5.102 0.09
C -4.217 1.629 -1.901 -0.43
C -5.693 2.007 -1.714 -0.12
H -3.585 2.535 -1.984 0.10
H -3.845 1.000 -1.075 0.00
H -5.750 2.837 -1.001 0.09
H -6.154 2.317 -2.660 0.08
H -6.279 1.173 -1.309 0.08
C -0.919 3.664 0.747 -0.35
C -0.208 4.741 1.562 -0.10
H -1.775 3.249 1.304 0.06
H -1.330 4.086 -0.181 0.09
H 0.041 4.389 2.570 0.07
H 0.710 5.095 1.077 0.09
H -0.873 5.607 1.671 0.10
C 0.393 2.515 -1.561 -0.36
C 1.847 2.487 -2.030 -0.11
H -0.080 3.487 -1.794 0.10
H -0.194 1.736 -2.074 0.02
H 2.444 3.284 -1.565 0.09
H 2.324 1.520 -1.815 0.05
H 1.875 2.639 -3.118 0.10
C 1.739 2.298 1.084 -0.34
C 1.568 1.867 2.534 -0.14
H 2.136 3.314 0.978 0.11
H 2.400 1.611 0.534 0.08
H 2.482 1.373 2.883 0.09
H 1.364 2.718 3.195 0.09
H 0.737 1.136 2.642 0.01
N -2.476 1.023 3.585 0.18
C -2.628 -0.294 3.300 -0.32
C -3.313 -1.165 4.189 0.04
C -3.366 -2.521 3.913 0.01
C -2.819 -2.978 2.708 0.00
C -2.245 -2.057 1.829 -0.15
N -2.051 -0.758 2.160 -0.10
H -1.969 1.640 2.939 0.07
H -2.860 1.425 4.417 0.13
H -3.743 -0.729 5.094 0.14
H -3.820 -3.228 4.615 0.15
H -2.820 -4.032 2.435 0.13
H -1.897 -2.354 0.839 0.08

Energy relative to the most stable one, in kcal/mol: model a 92.3; model b 0.0

Model a:
14
Properties=species:S:1:pos:R:3:lowdin_charge:R:1 method="wB97M-V/def2-TZVPD" homo_energy_ev="0.97 / -5.15" orbital_gap_ev="2.960 / 6.147" s2=2.013 spin_multiplicity=3 molar_mass_g_mol=112.11 total_charge=-1
C 1.385 -0.748 -0.631 -0.19
C 2.146 0.992 0.254 -0.21
C 0.398 -0.231 0.204 -0.36
C -0.943 -0.756 0.443 -0.36
N 2.514 -0.017 -0.583 0.06
N 0.891 0.918 0.733 0.07
N -1.982 -0.154 -0.609 -0.13
O -2.024 1.273 -0.561 -0.18
H 1.146 -1.518 -1.319 0.06
H 2.721 1.724 0.670 0.07
H -0.954 -1.900 0.226 0.01
H -1.316 -0.485 1.478 0.07
H -1.122 1.368 -0.060 0.08
H -2.860 -0.465 -0.245 0.01

Model b:
14
Properties=species:S:1:pos:R:3:lowdin_charge:R:1 method="wB97M-V/def2-TZVPD" homo_energy_ev="1.01 / -3.84" orbital_gap_ev="3.270 / 7.902" s2=2.012 spin_multiplicity=3 molar_mass_g_mol=112.11 total_charge=-1
C 0.912 -0.988 0.943 -0.12
C 2.227 -0.945 0.487 -0.19
C 0.256 0.151 0.422 -0.29
C -2.158 0.900 -0.217 -0.17
N 1.141 0.780 -0.345 -0.03
N 2.262 0.080 -0.360 -0.12
N -1.341 0.734 1.122 -0.24
O -1.880 -0.226 1.770 -0.21
H 0.558 -1.748 1.705 0.09
H 2.998 -1.650 0.508 0.05
H -1.738 0.361 -1.140 0.06
H -3.206 0.688 0.093 0.05
H -2.254 1.925 -0.628 0.03
H 2.834 0.284 -1.144 0.10

Energy relative to the most stable one, in kcal/mol: model a 0.0; model b 35.3